#w
Entry from the OMol25 dataset: an isolated molecule of Cl4N4 (wB97M-V/def2-TZVPD).

Results
orbital gap: 9.11 eV
charge: 0
spin multiplicity: 1

Last column: Löwdin charge in e.
Geometry (Å):
Cl -0.57 2.99 -1.33  0.54
N -0.83 1.29 -1.23  -0.45
N -0.24 0.79 -0.25  -0.13
N -0.22 -0.52 -0.04  -0.76
Cl -1.02 -1.60 -1.12  0.67
N 0.42 -1.21 0.87  -0.91
Cl 2.20 -1.13 0.59  0.48
Cl 0.27 -0.61 2.51  0.55

#x
Entry from the OMol25 dataset: an isolated molecule of Cl4N4 (wB97M-V/def2-TZVPD).

Results
orbital gap: 8.99 eV
charge: 0
spin multiplicity: 1

Last column: Löwdin charge in e.
Geometry (Å):
Cl 3.06 1.09 -0.05  0.52
N 1.83 -0.13 0.04  -0.43
N 0.65 0.32 -0.10  -0.12
N -0.40 -0.48 -0.02  -0.73
Cl -0.31 -2.26 0.02  0.62
N -1.66 -0.08 0.07  -0.90
Cl -2.02 1.07 1.37  0.52
Cl -1.98 0.87 -1.40  0.52

Stability check: which of them is most stable? #w.

#w
Entry from the OMol25 dataset: an isolated molecule of FH3P2S (wB97M-V/def2-TZVPD).

Results
orbital gap: 8.11 eV
charge: 0
spin multiplicity: 1

Last column: Löwdin charge in e.
Geometry (Å):
F 2.84 -0.75 -0.36  -0.50
P 2.19 0.51 0.45  0.60
P 0.07 -0.62 0.47  0.23
S -1.98 -0.09 0.16  0.20
H 1.73 1.11 -0.75  -0.14
H 0.04 -0.87 1.82  -0.20
H -1.96 -0.74 -1.08  -0.18

#x
Entry from the OMol25 dataset: a cluster of 2 separate species, FH3P2S in total (wB97M-V/def2-TZVPD).

Results
orbital gap (alpha / beta): 7.99 / 7.99 eV
charge: 0
spin multiplicity: 1

Last column: Löwdin charge in e.
Geometry (Å):
F -1.53 -0.83 0.70  -0.44
P 0.22 -0.09 -1.50  0.59
P -0.37 0.38 0.50  -0.06
S -1.41 1.96 0.91  0.15
H 0.54 -1.32 -1.01  -0.16
H 1.46 0.43 -1.33  -0.17
H 1.09 -0.52 1.73  0.09

Stability check: which of them is most stable? #w.

#w
Entry from the OMol25 dataset: a cluster of 2 separate species, Cl3H7Si4 in total (wB97M-V/def2-TZVPD).

Results
orbital gap: 8.98 eV
charge: 0
spin multiplicity: 1

Last column: Löwdin charge in e.
Geometry (Å):
Si -1.48 -1.14 0.65  0.38
Si 0.07 0.43 0.01  0.26
Si 2.22 0.53 0.73  0.03
Si 2.67 -3.28 2.25  -0.14
Cl 2.62 -3.33 0.21  0.08
Cl 0.65 -3.44 2.68  0.05
Cl 2.25 -0.11 2.70  0.11
H -2.94 -1.16 -0.03  -0.07
H -1.36 -2.53 0.47  -0.17
H -1.57 -1.14 2.15  -0.11
H -0.53 1.84 0.15  -0.08
H 0.37 0.34 -1.36  -0.15
H 3.13 1.62 1.02  -0.11
H 3.35 -0.18 0.02  -0.08

#x
Entry from the OMol25 dataset: a cluster of 2 separate species, Cl3H7Si4 in total (wB97M-V/def2-TZVPD).

Results
orbital gap: 8.94 eV
charge: 0
spin multiplicity: 1

Last column: Löwdin charge in e.
Geometry (Å):
Si -0.06 -0.61 -1.74  0.40
Si -0.33 0.62 0.17  0.26
Si 1.73 1.14 1.28  0.03
Si 3.20 3.67 -2.37  -0.14
Cl 4.50 3.90 -0.76  0.04
Cl 1.46 4.05 -1.47  0.12
Cl 3.06 0.81 -0.20  0.15
H -1.29 -1.06 -2.23  -0.15
H 0.62 0.21 -2.82  -0.10
H 0.68 -1.74 -1.05  -0.09
H -1.17 -0.11 1.12  -0.12
H -1.13 1.73 -0.12  -0.15
H 2.27 0.87 2.59  -0.10
H 1.62 2.56 1.38  -0.13

Stability check: which of them is most stable? #x.

#w
Entry from the OMol25 dataset: the ion C3H3N2O with charge +1 (wB97M-V/def2-TZVPD).

Results
orbital gap: 8.26 eV
charge: +1
spin multiplicity: 1

Last column: Löwdin charge in e.
Geometry (Å):
N 2.65 0.95 -0.02  0.23
C 1.68 0.41 0.22  -0.22
C 0.48 -0.37 0.37  -0.08
C -0.62 -0.01 -0.62  0.05
N -1.74 0.23 -0.19  0.10
O -2.72 0.51 0.35  0.38
H 0.25 -0.17 1.49  0.19
H 0.57 -1.47 0.03  0.19
H -0.54 -0.07 -1.63  0.16

#x
Entry from the OMol25 dataset: the ion C3H3N2O with charge +1 (wB97M-V/def2-TZVPD).

Results
orbital gap: 8.12 eV
charge: +1
spin multiplicity: 1

Last column: Löwdin charge in e.
Geometry (Å):
O -2.37 -1.53 1.43  0.34
N -1.38 -1.11 0.96  -0.13
C -1.10 0.24 0.44  0.08
C 0.11 0.18 -0.10  0.07
C 0.56 -1.21 0.03  0.03
N -0.30 -1.91 0.64  0.18
H -1.86 0.90 0.59  0.12
H 0.61 1.07 -0.61  0.18
H 1.40 -1.65 -0.33  0.13

Stability check: which of them is most stable? #x.

#w
Entry from the OMol25 dataset: a structure of composition CH5S3 (wB97M-V/def2-TZVPD).

Results
orbital gap: 6.82 eV
charge: -1
spin multiplicity: 1

Last column: Löwdin charge in e.
Geometry (Å):
C -1.35 0.08 -0.42  -0.56
S -0.72 1.56 -1.23  0.26
S 1.39 1.49 -0.90  0.10
H -1.12 -0.84 -0.97  0.03
H -2.44 0.16 -0.54  0.01
H -1.04 -0.02 0.61  -0.02
H 1.36 0.39 0.11  -0.40
S 1.65 -0.95 1.29  -0.04
H 2.28 -1.87 2.04  -0.39

#x
Entry from the OMol25 dataset: a cluster of 2 separate species, CH5S3 in total (wB97M-V/def2-TZVPD).

Results
orbital gap: 6.27 eV
charge: -1
spin multiplicity: 1

Last column: Löwdin charge in e.
Geometry (Å):
S 0.62 0.15 2.59  0.29
H -0.12 1.18 2.90  -0.29
C 0.26 -1.65 -0.93  -0.66
S -0.53 -0.41 -1.89  0.14
S -0.28 1.14 -0.48  -0.15
H -0.08 -1.57 0.15  0.00
H 0.09 -2.75 -1.31  0.06
H 1.29 -1.34 -0.96  -0.01
H 0.22 0.34 1.23  -0.39

Stability check: which of them is most stable? #x.

#w
Entry from the OMol25 dataset: a structure of composition C33H40AsBrI2N6O3RuSeSi2 (wB97M-V/def2-TZVPD).

Results
orbital gap (alpha / beta): 5.59 / 5.59 eV
charge: +1
spin multiplicity: 2
⟨S²⟩: 0.757

Last column: Mulliken spin population.
Geometry (Å):
Ru 0.22 -0.66 -0.09  0.94
O 4.44 5.38 -1.92  0.00
N 3.27 5.11 -1.80  0.00
O 2.36 5.86 -2.09  0.00
C 2.92 3.75 -1.32  0.00
C 3.93 3.05 -0.78  0.00
C 3.72 1.74 -0.25  0.00
C 4.74 0.99 0.36  0.00
C 4.44 -0.27 0.83  0.00
C 3.15 -0.77 0.67  0.00
N 2.17 -0.07 0.10  -0.03
C 2.45 1.18 -0.34  0.05
C 1.36 1.94 -0.89  -0.02
N 0.14 1.33 -0.86  -0.04
C -0.89 1.98 -1.38  0.02
C -0.76 3.24 -1.96  0.00
C 0.45 3.88 -1.97  0.01
C 1.57 3.23 -1.41  0.00
H 4.91 3.50 -0.73  0.00
H 5.74 1.40 0.45  0.00
H 5.19 -0.88 1.31  0.00
H 2.88 -1.76 0.99  0.00
H -1.84 1.47 -1.35  -0.01
H -1.63 3.71 -2.39  0.00
H 0.55 4.86 -2.41  0.00
Se -0.47 0.42 -4.79  0.02
C 0.02 -0.81 -3.65  0.06
N 0.35 -1.61 -2.85  -0.03
C -1.57 -5.06 -0.95  0.00
Si -0.15 -4.75 -2.12  -0.01
C 1.14 -6.09 -1.87  0.00
C -0.74 -4.58 -3.88  0.00
As 0.97 -2.73 -1.43  -0.01
Si 3.07 -2.87 -2.60  0.00
C 4.25 -3.85 -1.53  0.00
C 3.65 -1.11 -2.85  0.01
C 2.82 -3.65 -4.27  0.00
H -1.81 -6.13 -0.95  0.00
H -2.47 -4.52 -1.25  0.00
H -1.33 -4.77 0.07  0.00
H 0.66 -7.07 -2.01  0.00
H 1.54 -6.07 -0.86  0.00
H 1.97 -6.03 -2.57  0.00
H -1.34 -5.45 -4.14  0.00
H 0.08 -4.51 -4.59  0.00
H -1.36 -3.69 -3.99  0.00
H 4.42 -3.36 -0.57  0.00
H 5.22 -3.95 -2.03  0.00
H 3.88 -4.86 -1.33  0.00
H 4.22 -0.74 -2.00  0.00
H 2.82 -0.44 -3.06  0.00
H 4.31 -1.08 -3.73  0.00
H 2.48 -4.69 -4.23  0.00
H 3.78 -3.63 -4.80  0.00
H 2.11 -3.08 -4.86  0.00
N 0.22 -0.52 2.21  0.06
C -0.60 -1.39 3.00  0.01
C -1.96 -1.12 3.14  0.00
C -2.75 -1.99 3.89  -0.01
C -2.20 -3.11 4.49  0.01
C -0.84 -3.36 4.35  0.00
C -0.04 -2.50 3.61  0.00
H 1.18 -0.61 2.52  0.00
H -0.07 0.45 2.33  -0.01
H -2.38 -0.24 2.68  0.00
H -3.80 -1.77 4.00  0.00
H -2.82 -3.78 5.07  0.00
H -0.40 -4.23 4.82  0.00
H 1.02 -2.70 3.50  0.00
N -0.43 3.91 1.87  0.00
C -1.43 3.07 2.24  0.00
O -1.61 1.98 1.72  0.00
C -2.32 3.55 3.36  0.00
I -1.63 2.66 5.17  0.00
H 0.16 3.64 1.10  0.00
H -0.32 4.81 2.29  0.00
H -3.33 3.19 3.20  0.00
H -2.31 4.63 3.51  0.00
Br -4.23 -3.46 1.31  0.00
C -4.64 -1.62 1.31  0.00
C -5.68 -1.18 2.12  0.00
C -6.01 0.16 2.17  0.00
C -5.30 1.08 1.41  0.00
C -4.26 0.65 0.59  0.00
C -3.93 -0.70 0.54  0.00
I -2.39 -1.28 -0.75  -0.01
H -6.23 -1.90 2.70  0.00
H -6.82 0.49 2.80  0.00
H -5.56 2.13 1.44  0.00
H -3.69 1.36 0.01  0.00

#x
Entry from the OMol25 dataset: a structure of composition C33H40AsBrI2N6O3RuSeSi2 (wB97M-V/def2-TZVPD).

Results
orbital gap (alpha / beta): 6.12 / 5.81 eV
charge: +1
spin multiplicity: 2
⟨S²⟩: 0.755

Last column: Mulliken spin population.
Geometry (Å):
Ru 0.48 0.17 0.48  0.11
O 2.33 2.92 7.28  0.00
N 2.81 2.18 6.46  0.00
O 3.89 1.64 6.57  0.00
C 2.01 1.91 5.24  0.00
C 0.82 2.54 5.19  0.00
C -0.07 2.36 4.08  0.00
C -1.34 2.96 4.02  0.00
C -2.13 2.69 2.93  0.01
C -1.64 1.88 1.91  0.01
N -0.43 1.33 1.93  0.00
C 0.33 1.54 3.03  0.01
C 1.59 0.85 3.10  0.00
N 1.86 0.03 2.06  0.00
C 2.99 -0.64 2.05  0.00
C 3.93 -0.52 3.07  0.00
C 3.68 0.30 4.14  0.00
C 2.46 1.02 4.19  0.00
H 0.53 3.18 6.01  0.00
H -1.67 3.61 4.81  0.00
H -3.12 3.11 2.84  0.00
H -2.25 1.66 1.04  -0.01
H 3.16 -1.29 1.19  0.00
H 4.85 -1.08 3.01  0.00
H 4.40 0.40 4.93  0.00
Se 4.43 2.82 0.27  0.00
C 2.86 2.07 -0.04  0.01
N 1.83 1.55 -0.24  -0.02
C -0.05 4.15 0.50  0.00
Si -0.81 3.51 -1.10  -0.10
C -2.54 4.26 -1.09  0.03
C 0.24 4.08 -2.54  0.04
As -0.94 1.10 -1.34  0.74
Si -2.80 0.95 -2.85  0.10
C -4.35 1.01 -1.80  0.03
C -2.77 -0.55 -3.97  -0.01
C -2.66 2.40 -4.03  0.01
H 0.34 5.15 0.27  0.00
H 0.78 3.56 0.87  0.00
H -0.80 4.26 1.28  0.00
H -2.43 5.35 -1.04  0.00
H -3.08 3.95 -0.19  0.00
H -3.17 4.03 -1.95  0.00
H 0.22 5.17 -2.61  0.01
H -0.09 3.67 -3.49  0.00
H 1.27 3.78 -2.37  0.00
H -4.40 0.13 -1.14  0.00
H -5.23 0.98 -2.44  0.00
H -4.41 1.91 -1.19  0.00
H -3.41 -1.35 -3.62  0.00
H -1.76 -0.95 -4.10  0.01
H -3.13 -0.23 -4.95  0.00
H -2.54 3.38 -3.59  0.00
H -3.55 2.42 -4.66  0.00
H -1.80 2.23 -4.69  0.00
N -0.54 -1.46 1.53  0.01
C 0.18 -2.66 1.90  0.00
C 0.50 -3.63 0.98  0.00
C 1.15 -4.78 1.39  0.00
C 1.52 -4.95 2.72  0.00
C 1.23 -3.95 3.64  0.00
C 0.55 -2.81 3.23  0.00
H -0.86 -1.03 2.39  0.00
H -1.38 -1.72 1.01  0.00
H 0.23 -3.50 -0.06  0.00
H 1.38 -5.55 0.66  0.00
H 2.03 -5.85 3.03  0.00
H 1.51 -4.07 4.68  0.00
H 0.30 -2.04 3.96  0.00
N 2.17 -0.03 -2.60  0.00
C 2.30 -1.06 -1.76  -0.02
O 1.61 -1.21 -0.74  0.01
C 3.29 -2.11 -2.23  0.00
I 3.99 -3.44 -0.75  0.00
H 1.63 0.76 -2.29  0.01
H 2.82 0.10 -3.35  0.00
H 4.16 -1.62 -2.66  0.00
H 2.82 -2.71 -3.01  0.00
Br -4.53 -4.75 -3.30  0.00
C -2.69 -4.43 -3.59  0.00
C -2.10 -4.98 -4.72  0.00
C -0.76 -4.77 -4.99  0.00
C 0.00 -3.99 -4.13  0.00
C -0.58 -3.43 -3.00  0.00
C -1.93 -3.66 -2.72  0.00
I -2.74 -2.78 -1.02  0.01
H -2.71 -5.58 -5.39  0.00
H -0.31 -5.21 -5.87  0.00
H 1.05 -3.82 -4.33  0.00
H 0.00 -2.81 -2.34  0.00

Stability check: which of them is most stable? #x.